# 1
Molecular formula: C5H7NO
Method: DFT, ωB97M-V with the def2-TZVPD basis set

## Properties
* 2S+1: 1
* E_HOMO: -8.98 eV
* SMILES string: C[C@@H]1C=CC(O)=N1
* ΔE to the lowest compared entry with this formula, charge and spin: 139.9 kJ/mol

Each line ends with the Mulliken charge.
Cartesian coordinates (Å):
C -1.496 -0.597 0.732  -1.240
C -0.504 -0.832 -0.472  0.363
C 0.955 -1.014 -0.098  -0.774
C 1.502 0.209 -0.079  -0.234
C 0.442 1.120 -0.559  0.516
O 0.482 2.468 -0.530  -0.491
N -0.598 0.526 -0.987  -0.669
H -2.126 0.286 0.534  0.338
H -0.930 -0.391 1.642  0.326
H -2.160 -1.440 0.877  0.351
H -0.882 -1.620 -1.140  0.408
H 1.463 -1.957 0.088  0.399
H 2.517 0.488 0.178  0.391
H 1.333 2.757 -0.186  0.315

Atoms 1-2, force components in eV/Å:
C -0.06 -0.52 0.25
C -0.45 0.23 0.11

---

# 2
Molecular formula: H2N2O3
Method: DFT, ωB97M-V with the def2-TZVPD basis set

## Properties
* 2S+1: 1
* E_HOMO: -9.82 eV
* ΔE to the lowest compared entry with this formula, charge and spin: 176.8 kJ/mol

Each line ends with the Mulliken charge.
Cartesian coordinates (Å):
N 0.277 0.188 0.401  -0.280
N 1.576 -0.086 0.061  1.215
O 2.325 0.854 0.036  -0.645
O 1.809 -1.260 -0.077  -0.684
O -0.722 -0.647 0.259  -0.380
H 0.198 1.490 0.165  0.397
H -0.450 -1.576 0.083  0.377

Atoms 1-2, force components in eV/Å:
N 2.45 7.68 0.37
N -1.91 -0.70 0.27

---

# 3
Molecular formula: C23H19N5O2S
Method: DFT, ωB97M-V with the def2-TZVPD basis set

## Properties
* 2S+1: 1
* E_HOMO: -8.41 eV
* SMILES string: Cc1cc(C)cc(Nc2nc3c(S(=O)(=O)c4ccccc4)nnn3c3ccccc23)c1
* ΔE to the lowest compared entry with this formula, charge and spin: 46.8 kJ/mol

Each line ends with the Mulliken charge.
Cartesian coordinates (Å):
C 0.829 2.886 3.838  -1.670
C 0.954 3.152 2.369  0.677
C 1.215 4.439 1.912  -0.731
C 1.304 4.718 0.556  0.855
C 1.589 6.107 0.072  -1.519
C 1.147 3.682 -0.355  -0.632
C 0.907 2.386 0.084  -0.269
N 0.735 1.379 -0.874  -0.008
C 0.883 0.037 -0.751  0.444
N 0.089 -0.670 -1.520  -0.597
C 0.157 -1.997 -1.463  1.274
C -0.525 -3.031 -2.101  -0.842
S -1.818 -2.903 -3.312  1.179
O -1.809 -4.058 -4.163  -0.685
O -1.718 -1.605 -3.923  -0.648
C -3.260 -2.947 -2.248  0.172
C -3.931 -4.138 -2.057  -0.299
C -5.004 -4.170 -1.181  -0.549
C -5.381 -3.018 -0.508  -0.360
C -4.694 -1.830 -0.705  -0.653
C -3.621 -1.793 -1.581  -0.285
N -0.106 -4.191 -1.570  -0.564
N 0.788 -3.984 -0.680  -1.129
N 0.984 -2.663 -0.583  0.534
C 1.908 -1.987 0.173  0.105
C 2.841 -2.667 0.954  -0.493
C 3.807 -1.950 1.621  -0.519
C 3.865 -0.563 1.489  -0.864
C 2.936 0.113 0.731  -0.171
C 1.906 -0.579 0.082  0.720
C 0.791 2.129 1.448  -0.265
H 1.686 3.291 4.372  0.365
H -0.065 3.368 4.231  0.360
H 0.762 1.820 4.038  0.340
H 1.340 5.236 2.630  0.390
H 2.637 6.193 -0.218  0.295
H 1.390 6.839 0.849  0.379
H 0.983 6.342 -0.800  0.368
H 1.216 3.879 -1.414  0.476
H 0.158 1.624 -1.671  0.352
H -3.604 -5.009 -2.601  0.441
H -5.544 -5.091 -1.022  0.388
H -6.217 -3.046 0.175  0.379
H -4.994 -0.937 -0.178  0.387
H -3.062 -0.889 -1.768  0.447
H 2.786 -3.743 0.998  0.530
H 4.535 -2.463 2.230  0.401
H 4.651 -0.012 1.982  0.431
H 3.009 1.183 0.625  0.546
H 0.566 1.129 1.787  0.517

Atoms 1-2, force components in eV/Å:
C -0.03 0.01 0.01
C 0.05 -0.03 -0.10

---

> ΔE to the lowest compared entry with this formula, charge and spin of number 2 (H2N2O3)?

176.8 kJ/mol